11
Properties=species:S:1:pos:R:3:forces:R:3 method="wB97M-V/def2-TZVPD" homo_ha="-0.3080 / -0.3079" charge=0 orbital_gap_ev="8.9 / 8.9"
C 1.6835 0.3663 -0.5317 -0.819 -2.345 0.322
C -1.8345 -0.2515 0.0073 -0.531 -1.027 1.659
N 0.7475 0.6377 0.3896 0.051 2.079 2.767
N 0.4791 -0.8178 0.4139 2.086 0.908 -0.822
O -0.6551 -1.0850 -0.2400 -1.255 0.505 -0.549
Cl 3.2889 0.0135 -0.0767 0.332 0.190 -0.178
H 1.4226 0.4717 -1.5529 0.176 -0.193 -0.850
H -1.9289 0.0295 1.1381 0.054 -1.032 -1.821
H -2.6459 -1.0026 -0.3569 1.124 1.928 0.747
H -1.8110 0.7383 -0.4652 0.062 -0.591 -0.535
H 1.2537 0.8999 1.2744 -1.280 -0.421 -0.740

11
Properties=species:S:1:pos:R:3:forces:R:3 method="wB97M-V/def2-TZVPD" homo_ha="-0.3348 / -0.3369" charge=0 orbital_gap_ev="7.8 / 7.6"
C 0.2914 1.1152 -0.2049 -2.102 1.364 -0.542
C -0.4192 -0.0880 0.1807 -3.695 2.500 -0.779
N 1.5180 1.3255 0.0869 -0.521 -0.471 -0.423
N -2.3840 -1.7889 0.2004 1.031 0.324 0.187
S -2.1472 -0.2542 0.0682 3.003 0.073 -0.473
Cl 2.6172 -1.2524 0.3556 0.752 -1.667 0.102
H -0.3407 1.8868 -0.8171 1.177 -1.270 1.013
H 0.0530 -0.9677 0.3641 1.445 -2.405 0.728
H 1.9264 2.0641 -0.4583 0.130 0.647 0.110
H -3.2785 -2.0177 -0.1690 -1.223 -0.083 0.060
H 2.1635 -0.0226 0.3934 0.004 0.986 0.017

12
Properties=species:S:1:pos:R:3:forces:R:3 method="wB97M-V/def2-TZVPD" homo_ha="-0.0385 / -0.1676" s_squared=2.01 charge=-1 orbital_gap_ev="4.7 / 7.5" multiplicity=3
C 0.2435 -0.3414 -0.4839 -3.278 -0.900 2.252
C -0.6043 0.6469 0.3395 -0.216 0.394 -0.927
N -1.6186 1.0591 -0.5915 -0.781 1.613 -0.072
O -2.4215 -1.9666 0.7155 0.302 -0.234 0.086
O -4.3392 -0.5492 0.1027 -2.490 1.205 0.675
S -3.0910 -1.1349 -0.3493 1.491 -2.134 -0.581
Cl -2.6165 2.3030 0.1231 0.379 -0.370 -0.194
H 0.8322 0.1050 -1.1700 2.182 1.482 -2.043
H 0.7093 -0.8771 0.2822 1.626 -1.142 0.703
H -0.4259 -1.0634 -0.9758 0.112 0.378 0.181
H -0.9675 0.2040 1.2851 -0.083 0.171 -0.523
H -0.1484 1.6299 0.5340 0.755 -0.462 0.443

10
Properties=species:S:1:pos:R:3:forces:R:3 method="wB97M-V/def2-TZVPD" homo_ha="-0.3053 / -0.2868" charge=0 orbital_gap_ev="8.5 / 8.3"
C 1.5567 0.9069 -0.2813 -1.134 -0.892 0.085
C -0.6879 -0.3984 -0.0255 1.438 2.540 -0.774
O -0.6224 -1.3899 -0.9183 -1.397 -2.403 2.418
O -0.9461 -0.7555 1.2331 -0.452 -0.801 0.793
Cl -1.7128 0.9969 -0.5842 0.014 -0.315 0.108
H 1.1194 1.7067 0.3227 0.157 -0.156 -0.538
H 2.4135 0.3890 0.2066 -0.822 0.258 -0.863
H 1.2830 0.8139 -1.3656 0.718 0.222 1.360
H -1.0271 -2.1901 -0.3791 1.069 1.704 -1.786
H -1.3762 -0.0796 1.7917 0.408 -0.156 -0.803